(1)
103
Properties=species:S:1:pos:R:3 method="wB97M-V/def2-TZVPD" max_force_ha_per_bohr=0.041 e_homo_ev=-2.06 e_tot_ha=-6700.3365 de_lowest_kj_mol=0.0 orbital_gap_ev=5.22 total_charge=-2 lumo_energy_ev=3.16
Sn -2.3414 0.5334 0.5135
O -3.3549 -1.9911 2.2098
C -2.2212 -2.2843 1.8505
O -1.4669 -1.5465 1.1268
C -1.6540 -3.6831 2.2149
C -2.4421 -4.5759 2.8687
C -2.0104 -5.8641 3.2154
C -0.7061 -6.2251 2.9156
C 0.1241 -5.2958 2.3298
C -0.3096 -4.0244 1.9193
P 0.7614 -2.7748 1.0638
C 0.1463 -2.8818 -0.6572
C -0.4376 -4.0722 -1.1301
C -0.7506 -4.1785 -2.4707
C -0.5065 -3.1171 -3.3476
C 0.0755 -1.9382 -2.9286
C 0.4173 -1.8236 -1.5711
C 2.2858 -3.7247 0.8536
C 2.6830 -4.5551 -0.1799
C 3.9120 -5.1583 -0.1995
C 4.7416 -5.0058 0.8921
C 4.3702 -4.2090 1.9466
C 3.1374 -3.5737 1.9367
H -3.4901 -4.3292 2.9892
H -2.7008 -6.5129 3.6974
H -0.3445 -7.2196 3.1061
H 1.1201 -5.6458 2.0685
H -0.6215 -4.9067 -0.4997
H -1.1519 -5.1125 -2.8680
H -0.7280 -3.2628 -4.4204
H 0.2360 -1.1248 -3.6252
H 0.8678 -0.9377 -1.1311
H 1.9664 -4.7849 -0.9586
H 4.1872 -5.8081 -1.0371
H 5.6408 -5.5882 0.9347
H 4.9663 -4.1492 2.8321
H 2.8508 -2.9328 2.7561
N 0.0630 4.2259 2.4270
C 0.2943 3.0862 3.3098
C -0.9978 2.5837 3.9683
C -0.6359 1.6430 5.1497
C 0.0712 0.3229 4.7794
N 1.2256 -0.0411 5.6623
H -0.7471 4.1250 1.8042
H 0.8459 4.4190 1.7724
H 0.9797 3.3915 4.1477
H 0.7921 2.2247 2.8612
H -1.6396 2.0575 3.2405
H -1.5529 3.4439 4.3460
H -1.5078 1.3890 5.7203
H -0.0205 2.1375 5.8867
H 0.3122 0.3472 3.7305
H -0.6484 -0.5213 4.8192
H 1.8815 0.7377 5.7270
H 1.7318 -0.8484 5.3266
Br 4.4264 1.0250 3.7097
C 4.9017 0.0060 2.2012
C 6.1719 -0.5715 2.1632
C 6.5821 -1.3593 1.0841
C 5.6983 -1.5386 0.0329
C 4.4287 -0.9903 0.0960
C 4.0288 -0.1810 1.1732
I 2.0781 0.6307 1.0228
H 6.8779 -0.4193 3.0283
H 7.5652 -1.8134 1.0349
H 6.0093 -2.1268 -0.8347
H 3.6908 -1.2213 -0.6978
F -0.4339 0.8213 0.0573
C 2.1546 3.3059 -5.2389
P 1.4656 1.9163 -4.2314
C 1.7819 2.5778 -2.5330
C -0.3536 2.2315 -4.4082
H 1.8872 4.2914 -4.8872
H 1.7168 3.0904 -6.2064
H 3.2383 3.1569 -5.3602
H 1.5003 3.6155 -2.4696
H 2.8283 2.4992 -2.2203
H 1.2472 2.0744 -1.7431
H -0.6112 3.3124 -4.3655
H -0.8994 1.6337 -3.6702
H -0.7339 1.8978 -5.3815
Cl -3.0899 0.0502 -3.0044
C -2.6108 -0.6076 -1.4297
H -1.6057 -0.9265 -1.6653
H -3.1254 -1.5517 -1.3641
O -2.0628 4.8514 -0.0447
C -2.6354 3.9626 -0.6618
O -2.6161 2.7064 -0.5567
C -3.7010 4.3961 -1.6689
C -3.6861 5.6488 -2.3227
C -4.6380 5.9248 -3.2796
C -5.6842 5.0625 -3.6069
C -5.6739 3.8536 -2.9674
C -4.7049 3.4955 -2.0354
N -6.8477 2.9535 -3.1582
O -7.6986 3.2887 -3.9778
O -6.9622 1.9645 -2.4696
N -4.5683 7.1763 -4.0767
O -3.5955 7.9024 -3.9089
O -5.4485 7.3785 -4.8973
H -2.8844 6.3554 -2.1431
H -6.4362 5.3448 -4.3239
H -4.6710 2.4663 -1.6875


(2)
93
Properties=species:S:1:pos:R:3 method="wB97M-V/def2-TZVPD" max_force_ha_per_bohr=0.019 e_homo_ev="-6.30 / -6.39" e_tot_ha=-3719.2931 orbital_gap_ev="6.56 / 6.65" s2=0.774 lumo_energy_ev="0.26 / 0.26" multiplicity=2
Fe 0.1271 0.1131 0.7067
C -0.6331 3.1942 2.9188
C -1.4600 2.0621 3.4670
C -2.6786 2.3267 4.0845
C -3.4330 1.3034 4.6327
C -2.9422 0.0067 4.6162
C -1.7222 -0.2954 4.0206
C -1.1639 -1.6864 4.1276
C -1.0102 0.7379 3.3940
N 0.1577 0.4476 2.6379
C 1.2955 0.1236 3.2801
C 1.4979 0.2247 4.7626
C 2.3392 -0.3025 2.4273
C 3.7005 -0.6247 2.9709
N 1.9668 -0.4057 1.1341
C 3.0005 -0.6492 0.1824
C 3.8800 0.3897 -0.1548
C 3.7033 1.7706 0.4105
C 4.9247 0.1154 -1.0288
C 5.0864 -1.1502 -1.5746
C 4.1951 -2.1568 -1.2452
C 3.1441 -1.9234 -0.3623
C 2.1901 -3.0244 0.0226
H -1.2651 3.9379 2.4294
H 0.1080 2.8395 2.2054
H -0.1006 3.6968 3.7306
H -3.0414 3.3483 4.1192
H -4.3896 1.5176 5.0925
H -3.5067 -0.7902 5.0891
H -1.9717 -2.4191 4.1699
H -0.5848 -1.7922 5.0494
H -0.5166 -1.9276 3.2877
H 0.5810 0.4781 5.2898
H 2.2386 0.9976 4.9896
H 1.8844 -0.7128 5.1690
H 3.6552 -1.5216 3.5970
H 4.0671 0.1850 3.6060
H 4.4332 -0.8040 2.1890
H 2.6466 2.0209 0.4820
H 4.1903 2.5031 -0.2337
H 4.1460 1.8573 1.4075
H 5.6081 0.9135 -1.2964
H 5.9035 -1.3498 -2.2566
H 4.3165 -3.1490 -1.6654
H 2.5198 -3.9804 -0.3821
H 1.2011 -2.7908 -0.3775
H 2.0925 -3.1171 1.1046
C -0.1293 0.5516 -7.6390
C 0.0466 0.5205 -6.1462
C 1.2850 0.7161 -5.5611
C 1.4606 0.6887 -4.1788
C 2.8398 0.9401 -3.6316
C 0.3602 0.4230 -3.3608
C -0.9098 0.2274 -3.9322
C -2.1524 0.0182 -3.1043
C -1.0424 0.2905 -5.3112
C 0.5011 0.4123 -1.8665
O 0.9981 1.3785 -1.2607
O 0.0449 -0.5915 -1.2292
H 0.7814 0.8842 -8.1364
H -0.9379 1.2254 -7.9277
H -0.3787 -0.4395 -8.0240
H 2.1493 0.9023 -6.1906
H 3.5869 0.4214 -4.2352
H 2.9414 0.6201 -2.6003
H 3.0671 2.0085 -3.6661
H -2.1922 0.6995 -2.2523
H -2.1912 -0.9900 -2.6959
H -3.0382 0.1807 -3.7187
H -2.0284 0.1675 -5.7487
O -1.5742 -1.3446 1.0442
N -2.2007 -2.3055 0.4566
C -3.3393 -2.7770 1.0183
C -4.0377 -3.8102 0.4398
C -3.5802 -4.3835 -0.7387
C -2.4180 -3.8796 -1.3010
C -1.7426 -2.8425 -0.6952
H -3.6189 -2.2811 1.9368
H -4.9411 -4.1554 0.9223
H -4.1190 -5.1945 -1.2072
H -2.0222 -4.2747 -2.2260
H -0.8610 -2.3551 -1.0879
Cl -5.4438 1.7233 1.1832
C -3.8699 2.1323 0.5873
C -3.6480 3.3305 -0.0659
C -2.3535 3.5841 -0.4891
C -1.3622 2.6497 -0.2515
N -1.5838 1.4828 0.3682
C -2.8301 1.2422 0.7860
H -4.4535 4.0334 -0.2267
H -2.1059 4.5034 -1.0011
H -0.3450 2.8169 -0.5773
H -2.9923 0.3121 1.3158


(3)
92
Properties=species:S:1:pos:R:3 method="wB97M-V/def2-TZVPD" max_force_ha_per_bohr=0.004 e_homo_ev="-3.76 / -4.08" e_tot_ha=-8675.4663 de_lowest_kj_mol=0.0 orbital_gap_ev="6.14 / 6.46" s2=6.028 total_charge=-1 lumo_energy_ev="2.38 / 2.38" multiplicity=5
Cr 0.6147 0.1425 -0.8668
C 3.9179 -1.3398 6.1666
C 4.6149 -0.2158 5.3867
C 6.1142 -0.5148 5.3601
C 4.4057 1.1114 6.1283
C 4.0208 -0.1276 3.9821
C 2.6704 0.1407 3.8218
C 2.1052 0.1681 2.5647
Br 0.2485 0.5316 2.4231
C 2.8200 -0.0913 1.3824
O 2.2401 -0.2010 0.2227
C 4.2255 -0.2709 1.5370
C 4.7694 -0.3023 2.8163
C 5.1092 -0.3960 0.2912
C 4.7514 -1.6578 -0.5075
C 4.9251 0.8521 -0.5865
C 6.5946 -0.4912 0.6486
H 4.3109 -1.4033 7.1856
H 4.0781 -2.3026 5.6759
H 2.8417 -1.1721 6.2262
H 6.4930 -0.5811 6.3828
H 6.6711 0.2712 4.8464
H 6.3249 -1.4633 4.8617
H 4.8230 1.0572 7.1380
H 3.3460 1.3560 6.2135
H 4.8939 1.9288 5.5945
H 2.0276 0.3146 4.6763
H 5.8317 -0.4693 2.9079
H 3.7119 -1.6343 -0.8235
H 4.9226 -2.5547 0.0958
H 5.3802 -1.7326 -1.4000
H 3.9049 0.9424 -0.9516
H 5.6032 0.8114 -1.4436
H 5.1567 1.7528 -0.0122
H 6.8184 -1.3957 1.2203
H 6.9339 0.3740 1.2228
H 7.1774 -0.5279 -0.2743
S -0.8964 0.0469 -2.6885
C -0.9522 1.7300 -3.2178
C -1.8363 2.0791 -4.2425
C -1.9359 3.3815 -4.7054
C -1.1382 4.3674 -4.1381
C -0.2587 4.0357 -3.1203
C -0.1452 2.7266 -2.6387
S 1.0048 2.4035 -1.3466
H -2.4496 1.2983 -4.6777
H -2.6304 3.6219 -5.5018
H -1.1996 5.3926 -4.4844
H 0.3644 4.8009 -2.6730
C -3.5093 0.2765 1.9737
S -2.5231 0.4747 0.4767
C -3.8619 0.6643 -0.7079
H -4.1077 1.1658 2.1754
H -2.8243 0.1195 2.8065
H -4.1690 -0.5911 1.9002
H -4.5065 -0.2178 -0.7190
H -3.3908 0.7729 -1.6833
H -4.4568 1.5504 -0.4848
C -3.6481 -5.0155 -1.5450
C -2.3970 -5.5738 -1.7636
C -1.2479 -4.8520 -1.4695
C -1.3421 -3.5640 -0.9519
C -2.5996 -3.0003 -0.7527
C -3.7470 -3.7269 -1.0413
As 0.2232 -2.4895 -0.5092
C 0.6136 -3.0886 1.2949
C -0.4129 -3.4292 2.1687
C -0.1336 -3.6861 3.5040
C 1.1705 -3.6049 3.9735
C 2.1983 -3.2754 3.1023
C 1.9203 -3.0145 1.7682
C 1.5806 -3.4043 -1.5564
C 2.2593 -4.5314 -1.1027
C 3.2317 -5.1263 -1.8944
C 3.5268 -4.6013 -3.1459
C 2.8458 -3.4828 -3.6043
C 1.8773 -2.8828 -2.8107
H -4.5432 -5.5785 -1.7792
H -2.3113 -6.5744 -2.1695
H -0.2789 -5.2975 -1.6530
H -2.6724 -1.9806 -0.3908
H -4.7207 -3.2785 -0.8858
H -1.4340 -3.4848 1.8108
H -0.9394 -3.9410 4.1815
H 1.3835 -3.7881 5.0197
H 3.2162 -3.1834 3.4606
H 2.7229 -2.7270 1.1014
H 2.0374 -4.9414 -0.1246
H 3.7623 -5.9981 -1.5315
H 4.2913 -5.0611 -3.7599
H 3.0727 -3.0643 -4.5766
H 1.3543 -2.0001 -3.1667